52
Properties=species:S:1:pos:R:3:nbo_charge:R:1 method="wB97M-V/def2-TZVPD" lumo_ev=0.372 spin_multiplicity=1 orbital_gap_ev=8.60 de_lowest_ev=0.000 smiles="Cc1nc(NC(=O)N2CCC[C@H]2C(N)=O)sc1-c1ccnc(C(C)(C)C(F)(F)F)c1"
C 2.4626 -0.3891 2.0105 -0.643
C 1.1406 -0.2901 1.3302 0.177
N 0.0424 -0.1367 2.1155 -0.493
C -1.0421 -0.1164 1.4164 0.235
N -2.2788 0.0219 1.9863 -0.625
C -3.4202 0.0660 1.2152 0.808
O -3.3470 0.0096 -0.0079 -0.684
N -4.5850 0.1835 1.8739 -0.422
C -4.8218 0.0311 3.2959 -0.218
C -6.1660 -0.6941 3.3350 -0.398
C -6.9250 -0.0660 2.1685 -0.421
C -5.8456 0.2570 1.1341 -0.134
C -6.0071 1.6881 0.5671 0.667
N -5.3293 1.8852 -0.5747 -0.818
O -6.6827 2.5311 1.1126 -0.619
S -0.8496 -0.2994 -0.2963 0.458
C 0.8776 -0.3969 -0.0123 -0.293
C 1.7942 -0.6294 -1.1084 -0.005
C 1.4166 -1.4194 -2.1959 -0.252
C 2.3521 -1.6709 -3.1814 0.055
N 3.5862 -1.2056 -3.1510 -0.458
C 3.9462 -0.4094 -2.1515 0.315
C 5.3836 0.0900 -2.2312 -0.190
C 5.7230 1.1434 -1.1735 -0.611
C 6.3359 -1.1091 -2.1340 -0.601
C 5.5691 0.7506 -3.6072 0.986
F 4.6547 1.7119 -3.8241 -0.333
F 6.7702 1.3563 -3.7127 -0.338
F 5.5000 -0.0812 -4.6455 -0.312
C 3.0832 -0.0858 -1.1160 -0.281
H 2.9350 0.5909 2.0777 0.221
H 2.3049 -0.7586 3.0202 0.235
H 3.1192 -1.0642 1.4678 0.224
H -2.2956 0.1782 2.9814 0.424
H -4.8956 1.0165 3.7706 0.202
H -4.0341 -0.5482 3.7811 0.205
H -6.0090 -1.7598 3.1585 0.204
H -6.6773 -0.5693 4.2861 0.224
H -7.3948 0.8713 2.4741 0.247
H -7.6922 -0.7226 1.7658 0.225
H -5.8118 -0.4567 0.3030 0.226
H -5.2937 2.8176 -0.9540 0.400
H -4.6388 1.2104 -0.8777 0.429
H 0.4229 -1.8347 -2.2537 0.222
H 2.1139 -2.2843 -4.0398 0.194
H 5.6451 0.7145 -0.1788 0.214
H 5.0532 1.9974 -1.2502 0.224
H 6.7430 1.4913 -1.3171 0.233
H 6.2768 -1.5384 -1.1369 0.213
H 6.0532 -1.8675 -2.8597 0.240
H 7.3621 -0.8011 -2.3231 0.220
H 3.3759 0.5910 -0.3327 0.223

13
Properties=species:S:1:pos:R:3:nbo_charge:R:1 method="wB97M-V/def2-TZVPD" lumo_ev=-3.810 spin_multiplicity=1 charge=+1 orbital_gap_ev=10.22 de_lowest_ev=2.388 smiles=I[C@]12CC[N@H+]1C2
I -3.2236 -0.9158 -0.0570 0.288
C -1.2897 -0.0490 0.0389 0.015
C -0.3875 0.1364 -1.1808 -0.447
C 0.7178 -0.5490 -0.4398 -0.196
N -0.1714 -0.6310 0.7803 -0.382
C -0.7014 0.6708 1.1903 -0.270
H -0.1187 1.1740 -1.2055 0.233
H -0.7529 -0.2160 -2.0925 0.264
H 1.0967 -1.5514 -0.8203 0.258
H 1.6506 -0.1011 -0.3248 0.238
H -0.2688 -1.3720 1.4863 0.464
H -0.2745 1.6335 0.9481 0.253
H -1.3047 0.8078 2.1167 0.280

98
Properties=species:S:1:pos:R:3:lowdin_spin:R:1 method="wB97M-V/def2-TZVPD" s2=0.796 lumo_ev="-4.949 / -4.184" spin_multiplicity=2 charge=+1 orbital_gap_ev="5.44 / 6.21"
V -0.4811 -1.1733 0.2899 1.172
Se 1.7877 -0.0518 0.1484 -0.003
P 2.5214 -2.0829 -0.0293 0.005
Se 0.6753 -3.2349 -0.3431 -0.074
C 3.3375 -2.6369 1.4819 0.002
C 3.3966 -3.9957 1.7874 0.000
C 4.0570 -4.4148 2.9314 0.000
C 4.6590 -3.4819 3.7667 0.000
C 4.6087 -2.1296 3.4575 0.000
C 3.9505 -1.7024 2.3131 0.000
C 3.6674 -2.2752 -1.3930 0.000
C 3.9659 -3.5571 -1.8543 -0.001
C 4.8961 -3.7160 -2.8658 0.000
C 5.5246 -2.6021 -3.4106 0.000
C 5.2238 -1.3294 -2.9496 0.000
C 4.2889 -1.1574 -1.9393 0.000
H 2.9136 -4.7244 1.1467 0.000
H 4.0986 -5.4683 3.1734 0.000
H 5.1712 -3.8119 4.6608 0.000
H 5.0825 -1.4045 4.1056 0.000
H 3.9077 -0.6460 2.0729 0.000
H 3.4696 -4.4253 -1.4357 -0.001
H 5.1288 -4.7060 -3.2337 0.000
H 6.2496 -2.7300 -4.2033 0.000
H 5.7124 -0.4651 -3.3792 0.000
H 4.0484 -0.1612 -1.5859 0.000
N -1.3623 0.2492 1.1956 -0.019
C -1.9025 1.2963 1.3874 0.002
N -2.5293 2.2930 1.7436 -0.006
C -2.7343 3.4280 1.0914 0.000
N -2.9039 4.4210 0.5321 -0.004
C 5.6469 2.6660 -0.2405 0.000
C 4.8876 2.5400 -1.3968 0.000
C 3.5205 2.7782 -1.3577 0.000
C 2.8963 3.1645 -0.1715 -0.001
C 3.6686 3.3014 0.9782 0.000
C 5.0357 3.0481 0.9452 0.000
Sb 0.7715 3.4457 -0.2333 0.000
C 0.7854 5.5117 -0.7417 0.000
C -0.3086 6.0605 -1.4047 0.000
C -0.3278 7.4148 -1.7148 0.000
C 0.7461 8.2218 -1.3721 0.000
C 1.8427 7.6776 -0.7167 0.000
C 1.8633 6.3267 -0.4019 0.000
C 0.4447 3.6721 1.8716 0.000
C 0.7762 2.6370 2.7464 0.000
C 0.4738 2.7209 4.0992 0.000
C -0.1793 3.8436 4.5909 0.000
C -0.5164 4.8777 3.7290 0.000
C -0.2047 4.7948 2.3773 0.000
H 6.7131 2.4807 -0.2672 0.000
H 5.3614 2.2648 -2.3318 0.000
H 2.9383 2.6648 -2.2673 0.000
H 3.2090 3.6132 1.9092 0.000
H 5.6263 3.1644 1.8454 0.000
H -1.1591 5.4439 -1.6646 0.000
H -1.1847 7.8367 -2.2238 0.000
H 0.7310 9.2760 -1.6165 0.000
H 2.6829 8.3061 -0.4504 0.000
H 2.7246 5.9109 0.1072 0.000
H 1.2936 1.7571 2.3722 0.000
H 0.7553 1.9178 4.7720 0.000
H -0.4173 3.9157 5.6443 0.000
H -1.0239 5.7553 4.1085 0.000
H -0.4779 5.6087 1.7158 0.000
C -1.0156 -1.0364 5.5249 0.000
N -1.9167 -2.0218 4.9275 -0.003
C -1.3882 -3.3634 5.1711 0.000
N -0.0167 -3.5417 4.6929 -0.005
C 0.8367 -2.5172 5.2947 0.000
N 0.3652 -1.1530 5.0537 0.000
C 0.4818 -0.7880 3.6494 0.001
P -0.5445 -1.9117 2.5946 -0.028
C -2.1472 -1.7727 3.5121 -0.002
C 0.0617 -3.5337 3.2389 -0.004
H -1.0195 -1.1865 6.6051 0.000
H -1.3846 -0.0319 5.3110 0.000
H -2.0365 -4.0996 4.6932 0.000
H -1.3966 -3.5401 6.2473 0.000
H 1.8518 -2.6213 4.9052 0.000
H 0.8560 -2.6840 6.3725 0.000
H 1.5239 -0.8525 3.3279 0.000
H 0.1408 0.2375 3.4940 0.000
H -2.8635 -2.4905 3.1137 0.000
H -2.5487 -0.7687 3.3673 0.000
H 1.0946 -3.6701 2.9193 0.000
H -0.5317 -4.3468 2.8191 0.000
Cl -1.2975 0.0443 -1.9445 -0.003
C -2.4526 -1.2377 -1.6432 0.001
C -2.0985 -2.0713 -0.6013 -0.022
C -2.9391 -3.1435 -0.3463 -0.001
Cl -2.5197 -4.2844 0.8907 0.001
C -4.1093 -3.3381 -1.0792 -0.001
Cl -5.1448 -4.6581 -0.7315 0.000
C -4.4400 -2.4479 -2.1092 0.000
Cl -5.8712 -2.6740 -3.0149 0.000
C -3.5962 -1.3769 -2.4091 -0.001
Cl -3.9478 -0.2755 -3.6688 -0.001

114
Properties=species:S:1:pos:R:3:lowdin_charge:R:1 method="wB97M-V/def2-TZVPD" lumo_ev=-2.196 spin_multiplicity=1 charge=+1 orbital_gap_ev=8.03 de_lowest_ev=0.271
In -1.2819 -0.7234 -0.4862 0.877
O -3.8922 -1.4365 -0.9061 -0.064
C -5.0537 -0.7735 -0.4867 -0.264
C -6.0508 -0.0121 -1.0467 -0.008
C -7.0044 0.4375 -0.1164 -0.071
C -6.9441 0.1136 1.2328 -0.080
C -5.9287 -0.7084 1.7497 -0.005
C -4.9956 -1.1337 0.8391 -0.093
C -3.7430 -1.9659 0.5148 -0.275
N -2.4903 -1.6320 1.0647 -0.115
C -1.8756 -2.6829 1.8752 -0.230
C -0.6613 -3.3060 1.1971 -0.214
N 0.2312 -2.2029 0.9220 -0.039
C 1.3867 -2.1744 1.4317 -0.099
C 2.3656 -1.1009 1.2287 -0.136
C 3.7054 -1.4917 1.2136 -0.033
C 4.7321 -0.5880 1.0286 -0.066
C 4.4122 0.7541 0.8924 -0.045
C 3.0902 1.1633 0.9344 -0.025
C 2.0428 0.2523 1.0882 -0.305
O 0.7379 0.6799 1.1789 -0.249
H -6.1316 0.2205 -2.0993 0.110
H -7.8244 1.0509 -0.4701 0.108
H -7.7120 0.4897 1.8970 0.104
H -5.9062 -0.9828 2.7977 0.114
H -3.9469 -3.0414 0.4978 0.160
H -2.6025 -3.4646 2.1131 0.120
H -1.5392 -2.2567 2.8249 0.112
H -0.9921 -3.7397 0.2458 0.113
H -0.2019 -4.0911 1.8084 0.126
H 1.7535 -3.0368 2.0015 0.143
H 3.9316 -2.5447 1.3390 0.114
H 5.7620 -0.9196 1.0006 0.111
H 5.1935 1.4942 0.7712 0.114
H 2.8705 2.2171 0.8566 0.091
N -2.4218 0.4477 -3.0275 0.013
C -3.2598 1.5800 -2.6472 -0.239
C -2.7022 2.2769 -1.4167 -0.196
N -2.4387 1.3298 -0.3122 0.015
H -1.5376 0.7851 -3.3957 0.053
H -2.8466 -0.0713 -3.7867 0.086
H -4.2567 1.2111 -2.4212 0.083
H -3.3598 2.3228 -3.4432 0.123
H -3.4175 3.0353 -1.0960 0.127
H -1.7734 2.7796 -1.6620 0.113
H -3.3225 0.9538 0.0301 0.084
H -2.0089 1.8175 0.4619 0.049
C -1.4049 1.8558 2.9476 -0.162
Ge 0.4282 2.1227 2.3627 1.003
C 0.6952 3.6463 1.1718 -0.274
C 1.1043 3.4288 -0.1437 -0.127
C 1.3350 4.5025 -0.9962 -0.067
C 1.1354 5.8028 -0.5523 -0.070
C 0.7028 6.0291 0.7462 -0.070
C 0.4910 4.9585 1.6036 -0.121
C 1.6063 1.6556 3.8378 -0.204
C 1.4528 0.3640 4.2727 -0.101
C 2.2299 -0.1415 5.3369 -0.059
C 3.1366 0.6653 5.9604 -0.019
C 3.3091 2.0119 5.5561 -0.158
C 4.2316 2.8683 6.2106 -0.028
C 4.3777 4.1677 5.8227 -0.070
C 3.6153 4.6751 4.7461 -0.065
C 2.7283 3.8712 4.0917 -0.036
C 2.5373 2.5191 4.4796 -0.162
H -1.3803 1.6460 4.0165 0.037
H -1.8348 0.9879 2.4455 0.008
H -2.0325 2.7309 2.7790 0.035
H 1.2563 2.4184 -0.5029 0.085
H 1.6802 4.3206 -2.0063 0.104
H 1.3170 6.6380 -1.2169 0.110
H 0.5378 7.0408 1.0962 0.110
H 0.1604 5.1583 2.6178 0.109
H 0.7268 -0.2893 3.7960 0.102
H 2.1018 -1.1691 5.6536 0.107
H 3.7337 0.2871 6.7827 0.118
H 4.8189 2.4679 7.0298 0.116
H 5.0807 4.8141 6.3333 0.108
H 3.7401 5.7077 4.4426 0.108
H 2.1622 4.2595 3.2545 0.070
C -2.6986 -5.4895 -3.5454 -0.078
C -1.3567 -5.7540 -3.3091 -0.074
C -0.4888 -4.7196 -2.9784 -0.100
C -0.9562 -3.4083 -2.8784 -0.327
C -2.3072 -3.1547 -3.1273 -0.135
C -3.1739 -4.1872 -3.4596 -0.072
Ge 0.2101 -1.9231 -2.3793 0.955
C 0.4032 -0.6794 -3.8756 -0.350
C -0.1684 -0.9621 -5.1154 -0.105
C -0.1071 -0.0359 -6.1522 -0.074
C 0.5372 1.1780 -5.9636 -0.080
C 1.1305 1.4643 -4.7388 -0.081
C 1.0595 0.5425 -3.7019 -0.148
C 1.9817 -2.5801 -1.8921 -0.298
C 2.1544 -3.7556 -1.1562 -0.143
C 3.4231 -4.2651 -0.9185 -0.084
C 4.5427 -3.6020 -1.4074 -0.086
C 4.3865 -2.4357 -2.1409 -0.075
C 3.1138 -1.9321 -2.3881 -0.090
H -3.3736 -6.2975 -3.8009 0.107
H -0.9826 -6.7675 -3.3858 0.107
H 0.5592 -4.9388 -2.8165 0.090
H -2.6903 -2.1453 -3.0420 0.060
H -4.2199 -3.9765 -3.6474 0.108
H -0.6667 -1.9129 -5.2743 0.102
H -0.5595 -0.2650 -7.1097 0.108
H 0.5852 1.8993 -6.7700 0.106
H 1.6502 2.4035 -4.5975 0.101
H 1.5115 0.7807 -2.7422 0.095
H 1.2924 -4.2900 -0.7735 0.093
H 3.5400 -5.1881 -0.3607 0.110
H 5.5336 -3.9997 -1.2226 0.109
H 5.2545 -1.9224 -2.5380 0.109
H 3.0090 -1.0343 -2.9836 0.087